# 1
A structure of composition C16H13Cl3IN2O4Re in a non-equilibrium geometry. Source: the Open Molecules 2025 dataset; level of theory: ωB97M-V with the def2-TZVPD basis set.

Summary:
LUMO level (spin up / spin down) = -0.195 / -0.193 Ha
net charge = +1
2S+1 = 2
⟨S²⟩ = 0.7557
frontier orbital gap (spin up / spin down) = 6.27 / 6.72 eV
M = 716.76 g mol⁻¹
E_tot = -2784.09235 Eh

Each line ends with the natural charge from an NBO analysis.
Element x y z (Å)
Re -1.87 0.10 -0.78  1.079
C -3.05 0.84 3.62  -0.656
C -1.62 0.74 3.16  0.181
N -0.70 0.63 4.17  -0.350
C 0.59 0.54 3.81  0.048
C 1.04 0.54 2.50  -0.057
C 2.49 0.33 2.22  -0.087
O 3.18 1.57 2.17  -0.709
C 0.06 0.70 1.50  -0.182
C 0.53 0.83 0.10  0.212
N 0.06 0.10 -0.86  -0.574
C 0.67 0.24 -2.13  0.171
C 2.04 -0.04 -2.27  -0.244
C 2.68 0.06 -3.52  -0.166
C 1.94 0.42 -4.64  -0.183
C 0.58 0.67 -4.53  -0.208
C -0.06 0.57 -3.28  -0.241
I -2.12 0.90 -3.22  0.589
C -1.32 0.78 1.77  0.329
O -2.20 0.90 0.85  -0.645
H -3.11 0.79 4.71  0.253
H -3.65 0.01 3.22  0.230
H -3.49 1.80 3.30  0.234
H 1.28 0.44 4.64  0.216
H 2.64 -0.20 1.27  0.157
H 2.95 -0.29 3.00  0.198
H 4.07 1.39 1.84  0.478
H 1.35 1.55 -0.06  0.244
H 2.62 -0.34 -1.40  0.233
H 3.74 -0.16 -3.60  0.244
H 2.43 0.49 -5.61  0.246
H 0.01 0.93 -5.41  0.241
Cl -0.47 -4.56 -0.86  0.104
C -1.00 -2.84 -0.83  -0.196
Cl -0.27 -2.07 0.63  0.064
Cl -0.32 -2.04 -2.30  0.084
C -2.56 -2.67 -0.80  0.697
O -3.27 -3.72 -0.80  -0.499
O -2.99 -1.47 -0.78  -0.662
H -2.87 1.51 -0.78  0.128

***

# 2
The molecule C16H13F5N2O2 in a non-equilibrium geometry. Source: the Open Molecules 2025 dataset; level of theory: ωB97M-V with the def2-TZVPD basis set.

Summary:
LUMO level = 0.018 Ha
2S+1 = 1
frontier orbital gap = 9.25 eV
M = 360.28 g mol⁻¹
structure (SMILES) = Cc1ccc(OC(F)F)c(NC(=O)Nc2cccc(C(F)(F)F)c2)c1
E_tot = -1376.90500 Eh

Each line ends with the natural charge from an NBO analysis.
Element x y z (Å)
C 5.10 -1.99 1.45  -0.629
C 3.93 -1.47 0.67  0.007
C 3.48 -2.16 -0.45  -0.220
C 2.43 -1.67 -1.20  -0.199
C 1.79 -0.50 -0.82  0.189
O 0.71 -0.06 -1.61  -0.519
C 0.91 1.08 -2.32  0.793
F -0.28 1.69 -2.47  -0.326
F 1.35 0.80 -3.57  -0.347
C 2.19 0.19 0.33  0.175
N 1.60 1.38 0.75  -0.660
C 0.28 1.78 0.85  0.793
O 0.03 2.92 1.16  -0.629
N -0.64 0.80 0.61  -0.630
C -2.01 0.93 0.46  0.250
C -2.68 2.14 0.61  -0.256
C -4.06 2.20 0.44  -0.180
C -4.78 1.06 0.14  -0.212
C -4.11 -0.15 0.00  -0.130
C -4.90 -1.39 -0.30  0.974
F -4.15 -2.40 -0.75  -0.325
F -5.53 -1.86 0.80  -0.328
F -5.86 -1.19 -1.22  -0.323
C -2.74 -0.22 0.16  -0.239
C 3.28 -0.31 1.04  -0.245
H 6.00 -1.98 0.84  0.226
H 5.28 -1.38 2.34  0.217
H 4.92 -3.02 1.76  0.225
H 3.98 -3.07 -0.76  0.219
H 2.08 -2.18 -2.08  0.236
H 1.62 1.79 -1.87  0.124
H 2.23 2.03 1.22  0.417
H -0.28 -0.13 0.42  0.407
H -2.12 3.03 0.84  0.260
H -4.56 3.14 0.55  0.220
H -5.85 1.10 0.01  0.228
H -2.23 -1.17 0.03  0.223
H 3.61 0.23 1.92  0.212

***

The lowest E_tot belongs to which entry? C16H13Cl3IN2O4Re

***

Which formula does entry 1 have? C16H13Cl3IN2O4Re